Below is 2 unconnected molecules or ions with the total composition C6H14Si2, with properties calculated with ωB97M-V with the def2-TZVPD basis set.

Properties
total energy	-22199.9057	eV
E_HOMO	-8.789	eV
2S+1	1
energy relative to the best compared isomer or geometry (same formula, charge and spin)	4.3194	eV

Atoms and positions in Å:
C (-3.40694, -1.45930, 0.01418)
C (-2.44478, -0.70636, -0.08026)
C (-1.71006, 2.23556, 0.47492)
C (2.13261, 1.07364, -0.62959)
C (1.14246, -0.68364, 1.81752)
C (1.03040, -1.80434, -1.04150)
Si (-1.20894, 0.59964, -0.37742)
Si (0.84322, -0.19679, 0.01103)
H (-4.12605, -2.20751, 0.18047)
H (-1.29204, 2.07853, 1.48198)
H (-1.13838, 2.99434, 0.01283)
H (-2.73448, 2.26028, 0.12911)
H (2.98339, 1.34141, 0.12409)
H (2.35615, 0.95340, -1.63432)
H (1.50455, 2.05737, -0.48336)
H (0.56941, -1.55954, 1.77718)
H (2.08683, -0.80146, 2.17103)
H (0.75698, 0.01229, 2.49701)
H (0.25694, -1.97277, -1.73312)
H (2.00592, -1.59962, -1.65694)
H (1.38827, -2.78948, -0.51516)
H (-0.99545, 0.17436, -2.53968)



Below is a single C4H9NO molecule, with properties calculated with ωB97M-V with the def2-TZVPD basis set.

Properties
SMILES string	CC/C(C)=[NH+]\[O-]
total energy	-7829.6289	eV
E_HOMO	-8.287	eV
2S+1	1
energy relative to the best compared isomer or geometry (same formula, charge and spin)	2.6910	eV

Atoms and positions in Å:
C (-1.23756, -0.39311, 1.29722)
C (-0.94194, 0.41493, 0.02791)
C (0.39159, 0.04961, -0.53686)
N (0.41817, -1.07403, -1.19622)
O (-0.57931, -1.83896, -1.39915)
C (1.58961, 0.91269, -0.28809)
H (-1.18165, -1.46083, 1.06507)
H (-0.51889, -0.16514, 2.09301)
H (-2.24255, -0.17296, 1.66937)
H (-1.68978, 0.16403, -0.73197)
H (-0.97888, 1.49233, 0.22630)
H (1.29508, -1.41020, -1.60840)
H (2.52023, 0.52754, -0.71743)
H (1.41586, 1.91793, -0.69443)
H (1.74004, 1.03617, 0.79367)



Below is 2 unconnected molecules or ions with the total composition C2H6N3S2, with properties calculated with ωB97M-V with the def2-TZVPD basis set.

Properties
total energy	-28301.6925	eV
E_HOMO (spin up / spin down)	-13.014 / -13.024	eV
2S+1	1
charge	+1
energy relative to the best compared isomer or geometry (same formula, charge and spin)	3.9213	eV

Atoms and positions in Å:
C (-1.42913, -0.00739, 3.25453)
C (0.64055, -0.26364, 1.67703)
N (-0.27814, -0.01201, 0.87498)
N (-2.03423, 0.15918, 2.15548)
N (0.15687, 0.12058, -1.60731)
S (-3.32651, 0.26188, 1.29469)
S (0.31342, -0.23890, 3.41604)
H (-0.61407, -0.10799, -2.19538)
H (-2.03515, -0.28016, 4.04789)
H (1.59247, -0.56307, 1.46993)
H (0.85729, -0.56214, -1.90771)
H (-0.03363, 0.18092, -0.19422)
H (0.28881, 1.12539, -1.74130)



Below is 9 unconnected molecules or ions with the total composition C42H108N6O18, with properties calculated with ωB97M-V with the def2-TZVPD basis set.

Properties
total energy	-91087.2517	eV
expectation value of S²	0.751
E_HOMO (spin up / spin down)	0.361 / -6.626	eV
2S+1	2
charge	-1

Atoms and positions in Å:
C (-4.53795, 8.26220, 1.93224)
O (-4.06811, 6.92781, 1.80395)
C (-5.03723, 6.04657, 2.35029)
C (-4.66476, 4.56172, 2.09174)
N (-4.53752, 4.30209, 0.61625)
C (-3.55244, 3.16688, 0.41463)
C (-3.60351, 2.62338, -1.02635)
O (-3.03696, 3.58086, -1.96998)
C (-2.86543, 3.05675, -3.23757)
H (-3.96359, 9.00006, 1.37209)
H (-4.50569, 8.42200, 3.00997)
H (-5.61704, 8.33563, 1.79707)
H (-6.02898, 6.27342, 1.95903)
H (-5.10825, 6.16476, 3.43154)
H (-5.39067, 3.87574, 2.52831)
H (-3.70027, 4.41868, 2.57898)
H (-4.06198, 5.14398, 0.32437)
H (-3.67706, 2.38540, 1.16420)
H (-2.57926, 3.54500, 0.72775)
H (-4.60438, 2.23964, -1.22412)
H (-2.95112, 1.75231, -0.96527)
H (-1.91880, 2.51667, -3.25536)
H (-2.87353, 3.86384, -3.97013)
H (-3.62152, 2.37107, -3.62003)
C (1.56412, -2.83980, 2.84523)
O (1.45579, -3.91167, 3.80568)
C (0.14235, -4.28928, 4.06693)
C (-0.30173, -3.75068, 5.48014)
N (0.46689, -4.38861, 6.53980)
C (0.07464, -3.97747, 7.88603)
C (0.95677, -4.57238, 8.95412)
O (0.42350, -4.67086, 10.25185)
C (0.02813, -3.56330, 10.96283)
H (2.62820, -2.62612, 2.94614)
H (1.08049, -1.91719, 3.16615)
H (1.38361, -2.99764, 1.78193)
H (0.15512, -5.37910, 4.05206)
H (-0.57228, -4.01079, 3.29244)
H (-1.36762, -3.96818, 5.54840)
H (-0.28509, -2.66111, 5.45460)
H (1.45222, -4.28342, 6.34445)
H (-0.95520, -4.24369, 8.12407)
H (0.16075, -2.89982, 8.02514)
H (1.84557, -3.94165, 8.97190)
H (1.26850, -5.58101, 8.68287)
H (-0.46388, -3.85319, 11.89127)
H (-0.69078, -2.99856, 10.36924)
H (0.92399, -2.97259, 11.15411)
C (-0.32992, 5.11419, -5.32959)
O (0.86832, 4.98709, -4.64046)
C (0.81237, 3.98543, -3.70581)
C (2.29777, 3.70693, -3.24097)
N (2.67191, 4.67948, -2.26738)
C (3.97147, 4.25749, -1.74304)
C (4.52860, 5.25178, -0.72441)
O (4.67734, 6.48859, -1.38251)
C (4.84504, 7.63110, -0.58250)
H (-1.12602, 5.73273, -4.91519)
H (-0.79006, 4.14209, -5.50673)
H (-0.15988, 5.62286, -6.27851)
H (0.40979, 3.08304, -4.16592)
H (0.18940, 4.28473, -2.86294)
H (2.97346, 3.62794, -4.09261)
H (2.25971, 2.77618, -2.67496)
H (2.81613, 5.49506, -2.84542)
H (4.67191, 4.13218, -2.56874)
H (3.73646, 3.32562, -1.22875)
H (5.50498, 4.91381, -0.37719)
H (3.86612, 5.26820, 0.14101)
H (4.22547, 7.60426, 0.31390)
H (4.57231, 8.45484, -1.24217)
H (5.89504, 7.76638, -0.32305)
C (-6.03565, 1.45103, -6.44857)
O (-5.52867, 1.41980, -7.74014)
C (-5.65220, 0.18309, -8.46703)
C (-4.91451, -1.06003, -7.85251)
N (-3.43576, -0.81666, -7.81806)
C (-2.97590, 0.01179, -6.64520)
C (-1.42497, 0.09405, -6.61945)
O (-0.88787, -1.19864, -6.20671)
C (0.52252, -1.08419, -6.03833)
H (-5.51703, 2.22902, -5.88834)
H (-5.97990, 0.51338, -5.89558)
H (-7.10335, 1.66899, -6.47325)
H (-5.17139, 0.45086, -9.40789)
H (-6.72157, 0.06568, -8.64243)
H (-5.08146, -1.77850, -8.65502)
H (-5.49400, -1.40408, -6.99581)
H (-2.92558, -1.67633, -7.96224)
H (-3.26676, -0.45818, -5.70571)
H (-3.37273, 1.02330, -6.73170)
H (-1.09531, 0.82432, -5.88043)
H (-0.96495, 0.34542, -7.57511)
H (1.01453, -0.62173, -6.89399)
H (0.97738, -2.06956, -5.93710)
H (0.83688, -0.51418, -5.16405)
C (8.51305, -5.62824, -6.41627)
O (7.36227, -5.83677, -5.58233)
C (7.66546, -6.02126, -4.19718)
C (6.34705, -6.11111, -3.38785)
N (6.12927, -4.84507, -2.71772)
C (4.87121, -4.87334, -1.94706)
C (4.66861, -3.59254, -1.11522)
O (5.62773, -3.25448, -0.15004)
C (5.39359, -2.05064, 0.55435)
H (8.83217, -4.64185, -6.07968)
H (8.18975, -5.63681, -7.45719)
H (9.33985, -6.33674, -6.36591)
H (8.24102, -5.20152, -3.76723)
H (8.18654, -6.96018, -4.01011)
H (6.37103, -6.93496, -2.67455)
H (5.59971, -6.39436, -4.12903)
H (6.87261, -4.62607, -2.06997)
H (4.94228, -5.72721, -1.27330)
H (3.93017, -5.00247, -2.48173)
H (3.72513, -3.68392, -0.57709)
H (4.54515, -2.81010, -1.86398)
H (4.40395, -2.04587, 1.01118)
H (5.47398, -1.11319, 0.00404)
H (6.15631, -1.85433, 1.30789)
C (-3.08754, -1.51576, 1.60778)
O (-3.07752, -0.75161, 2.80020)
C (-1.93106, 0.12725, 2.90196)
C (-2.00711, 1.11470, 4.07544)
N (-1.70424, 0.40185, 5.36077)
C (-2.86711, -0.22627, 5.99597)
C (-2.46206, -0.83576, 7.31576)
O (-3.62402, -1.38210, 7.94173)
C (-3.36839, -1.91611, 9.18108)
H (-4.01090, -2.09381, 1.64464)
H (-2.19705, -2.14202, 1.66186)
H (-2.93724, -0.96420, 0.67971)
H (-1.89408, 0.74878, 2.00729)
H (-1.05319, -0.51686, 2.95258)
H (-2.96633, 1.62786, 4.14364)
H (-1.28885, 1.91063, 3.87871)
H (-1.26687, 1.03617, 6.01379)
H (-3.41355, -0.88511, 5.32110)
H (-3.58139, 0.54009, 6.29693)
H (-2.14455, 0.00316, 7.93504)
H (-1.73950, -1.63452, 7.14846)
H (-3.38106, -1.16290, 9.96888)
H (-2.42199, -2.45625, 9.15490)
H (-4.06799, -2.65820, 9.56572)
C (-0.49808, -3.62940, -0.19847)
C (-1.41315, -4.49771, -1.13630)
O (-1.58769, -5.75790, -0.62693)
O (0.80832, -4.03726, -0.52821)
H (-0.74617, -3.82860, 0.84406)
H (-0.61864, -2.59542, -0.52167)
H (-1.12904, -4.42554, -2.18614)
H (-2.40941, -4.05589, -1.15524)
H (-2.16558, -6.25649, -1.20921)
H (0.98524, -4.95099, -0.29285)
C (1.42390, 2.15439, 1.76624)
C (1.84188, 3.23617, 2.82357)
O (2.03826, 4.47690, 2.18326)
O (0.22354, 2.52400, 1.05159)
H (1.24637, 1.16658, 2.19147)
H (2.23554, 2.06694, 1.04396)
H (2.64722, 2.83257, 3.43727)
H (1.09070, 3.43810, 3.58714)
H (1.28288, 4.68381, 1.62811)
H (0.37221, 3.36824, 0.61943)
C (0.55835, 0.36978, -1.20184)
C (1.03497, -0.88410, -1.92101)
O (1.94100, -1.62282, -1.10166)
O (-0.67309, 0.23549, -0.46936)
H (0.35973, 1.16709, -1.91805)
H (1.34227, 0.78517, -0.56859)
H (1.66258, -0.66131, -2.78389)
H (0.21957, -1.48000, -2.33103)
H (1.52705, -2.45525, -0.86227)
H (-0.55272, 0.97861, 0.12637)